Density functional theory data (ωB97M-V/def2-TZVPD) for C25H39BBr40I2N as an isolated structure in a non-equilibrium geometry.

The geometry in ORCA input format:
```
! RIJCOSX wB97M-V def2-TZVPD def2/J DEFGRID3
* xyz -1 1
C 4.015 -3.226 1.452
C 3.223 -2.431 0.358
C 2.559 -1.115 0.945
C 1.032 -1.358 1.169
C 0.923 -2.318 2.410
B 0.048 -0.058 1.155
C 0.078 0.496 -0.424
N -0.516 -0.427 -1.425
C -1.558 -0.457 1.437
Br -2.122 -2.280 0.898
C -2.578 0.543 0.781
C -3.870 0.609 1.651
C 0.326 1.183 2.179
I 0.258 0.625 4.330
C 1.565 2.134 2.106
C 2.203 2.529 0.764
I 3.238 1.646 3.460
H 3.835 -4.310 1.388
H 5.090 -2.996 1.350
H 3.739 -2.926 2.471
H 3.975 -2.117 -0.383
H 2.489 -3.080 -0.132
H 2.814 -0.325 0.231
H 3.027 -1.007 1.931
H 0.722 -1.993 0.317
H 1.034 -3.361 2.053
H 1.722 -2.167 3.150
H -0.051 -2.241 2.908
H 1.141 0.586 -0.731
H -0.297 1.541 -0.511
H -1.360 -0.026 -1.819
H 0.113 -0.571 -2.204
H -1.812 -0.408 2.510
H -2.164 1.555 0.703
H -2.891 0.143 -0.192
H -4.775 0.637 1.030
H -3.961 -0.299 2.273
H -3.857 1.452 2.360
H -0.558 1.849 2.138
H 1.243 3.086 2.553
H 2.699 3.504 0.922
H 1.414 2.740 0.025
H 2.978 1.860 0.383
C 7.471 2.326 5.425
Br 8.089 2.528 3.607
Br 6.789 3.990 6.137
Br 6.193 0.884 5.589
H 8.329 2.056 6.025
C -0.079 -3.606 -3.515
Br 0.375 -5.176 -4.549
Br 0.279 -3.843 -1.639
Br 0.776 -2.023 -4.229
H -1.146 -3.459 -3.611
C 2.624 6.096 4.702
Br 3.572 7.557 3.857
Br 0.948 5.726 3.816
Br 3.741 4.508 4.844
H 2.382 6.418 5.700
C 2.080 5.726 9.278
Br 1.393 7.508 8.973
Br 0.755 4.578 10.092
Br 2.798 4.960 7.652
H 2.897 5.817 9.982
C -4.657 -2.836 -1.328
Br -5.474 -1.123 -1.678
Br -5.879 -4.035 -0.437
Br -3.930 -3.625 -2.939
H -3.806 -2.670 -0.659
C -7.415 -3.621 -5.143
Br -6.847 -3.889 -6.972
Br -8.337 -1.940 -4.921
Br -8.470 -5.104 -4.495
H -6.520 -3.578 -4.533
C -9.156 -0.759 0.636
Br -7.616 -1.110 1.742
Br -9.527 1.134 0.502
Br -8.997 -1.578 -1.105
H -10.006 -1.215 1.125
C -3.436 -1.549 -8.446
Br -3.777 -2.069 -6.616
Br -1.546 -1.409 -8.815
Br -4.326 -2.722 -9.699
H -3.860 -0.561 -8.578
C -7.383 1.932 -6.314
Br -6.560 3.464 -7.158
Br -9.052 1.455 -7.162
Br -6.172 0.432 -6.231
H -7.613 2.215 -5.295
C 7.027 -4.913 -0.216
Br 7.920 -3.383 -0.986
Br 5.388 -5.327 -1.139
Br 8.191 -6.452 -0.119
H 6.762 -4.648 0.800
C 5.625 11.513 3.253
Br 5.198 11.050 5.078
Br 7.531 11.502 2.939
Br 4.689 10.387 1.993
H 5.282 12.525 3.092
C -2.150 2.193 -6.672
Br -1.067 3.743 -6.279
Br -2.435 1.987 -8.575
Br -1.427 0.592 -5.866
H -3.122 2.362 -6.226
C 4.264 -9.751 -0.449
Br 3.083 -8.277 -0.053
Br 4.193 -10.243 -2.316
Br 6.075 -9.397 0.125
H 3.910 -10.602 0.117
*
```

Lowest unoccupied orbital energy ... 0.990 eV
ΔE to the lowest compared entry with this formula, charge and spin ... 21.6 kcal per mole
Gap between HOMO and LUMO ... 6.11 eV
Molecular weight ... 3814.374 g mol⁻¹
DFT total energy ... -104611.417499 a.u.